Record 1
33
Properties=species:S:1:pos:R:3:forces:R:3:nbo_charge:R:1 method="wB97M-V/def2-TZVPD" orbital_gap_ev="7.65 / 7.06" charge=0 lumo_ev="-0.673 / -1.697" spin_multiplicity=2
Rh 0.0703 0.3628 -0.5254 -0.05 -0.07 -0.02 0.279
S 2.4244 -0.2158 -0.4192 0.09 -0.03 0.04 0.135
C 1.8496 -0.8832 1.1107 0.17 -0.09 0.15 -0.086
N 0.5785 -0.7732 1.3248 -0.05 0.03 -0.05 -0.528
C 0.2046 -1.3658 2.5197 0.05 -0.01 -0.04 0.184
C -1.0903 -1.4272 3.0275 -0.02 -0.01 0.02 -0.214
C -1.2805 -2.0588 4.2381 0.00 0.01 -0.02 -0.198
C -0.2048 -2.6213 4.9370 0.01 -0.01 0.01 -0.200
C 1.0816 -2.5660 4.4400 0.03 0.00 0.01 -0.199
C 1.2783 -1.9327 3.2164 -0.02 0.04 -0.02 -0.245
S 2.7583 -1.7069 2.3238 -0.12 0.03 -0.06 0.470
H -1.9076 -0.9912 2.4682 0.00 0.00 0.01 0.244
H -2.2756 -2.1246 4.6564 0.00 0.00 -0.01 0.225
H -0.3862 -3.1104 5.8846 0.01 0.00 0.00 0.223
H 1.9092 -3.0035 4.9815 -0.01 0.00 0.01 0.226
Cl -2.6931 -2.4223 -0.3676 -0.02 -0.06 0.03 -0.388
Ge -1.8727 -0.6790 -1.3094 0.15 0.17 0.16 1.096
Cl -2.4474 1.0399 0.1044 -0.11 -0.06 -0.07 -0.409
Cl -3.0013 -0.4596 -3.1024 -0.05 0.04 -0.07 -0.367
F 0.3177 4.8056 -4.6571 0.00 -0.01 0.00 -0.328
C 0.2305 3.7605 -3.8057 -0.01 0.01 -0.04 0.389
C 0.1485 2.4840 -4.3209 0.00 -0.05 0.00 -0.274
C 0.0637 1.4092 -3.4432 0.00 0.13 0.03 -0.237
C 0.0615 1.6239 -2.0697 -0.05 -0.11 0.02 -0.119
C 0.1195 2.9286 -1.5838 0.00 -0.02 -0.15 -0.268
C 0.2151 4.0104 -2.4503 0.00 0.04 0.10 -0.274
H 0.1488 2.3357 -5.3924 0.01 0.01 0.00 0.231
H 0.0007 0.4102 -3.8474 0.01 -0.02 -0.01 0.229
H 0.0822 3.1196 -0.5138 0.01 0.03 0.00 0.212
H 0.2649 5.0285 -2.0885 0.00 0.00 0.00 0.230
F 0.8581 -2.5044 -1.0183 -0.01 0.01 0.01 -0.509
B 1.1197 -1.2794 -1.5033 0.00 -0.02 -0.05 0.974
F 1.3738 -1.1935 -2.8147 -0.01 0.01 0.01 -0.505

=====

Record 2
13
Properties=species:S:1:pos:R:3:forces:R:3:nbo_charge:R:1 method="wB97M-V/def2-TZVPD" smiles=CSC.SS orbital_gap_ev=8.72 charge=0 lumo_ev=0.153
S -2.6755 -1.9463 1.8548 -1.10 0.71 -0.69 -0.125
S -4.5189 -2.1309 0.7971 0.61 0.11 0.35 -0.141
H -2.3938 -0.7261 1.3185 0.16 -0.55 0.22 0.137
H -5.2587 -1.1578 1.3822 0.33 -0.27 0.12 0.130
C 4.4402 2.0515 -0.1613 -0.13 -0.27 0.38 -0.747
S 3.3187 1.4036 -1.4221 0.12 0.13 -0.49 0.159
C 3.1754 2.9167 -2.4774 -0.40 -0.62 1.14 -0.721
H 5.5043 2.1198 -0.3825 -0.13 0.40 -0.72 0.213
H 4.4590 1.3813 0.6970 -0.58 -0.09 0.06 0.230
H 3.9759 2.9915 0.1212 0.51 0.19 0.37 0.211
H 3.7915 2.8181 -3.3547 0.28 0.29 -0.15 0.218
H 2.1349 3.0903 -2.7413 -0.03 -0.29 -0.16 0.223
H 3.4352 3.7251 -1.7979 0.36 0.25 -0.42 0.214

=====

Record 3
119
Properties=species:S:1:pos:R:3:forces:R:3:mulliken_charge:R:1 method="wB97M-V/def2-TZVPD" orbital_gap_ev=5.64 charge=0 lumo_ev=-1.403
Bi -1.2800 -0.0228 -0.3393 0.74 1.21 -0.09 0.868
C -0.1541 4.9529 2.7919 0.03 -0.01 -0.01 -1.863
C 0.2607 3.5465 3.2403 -0.15 -0.12 -0.14 0.661
C -0.9521 2.8883 3.9241 -0.03 -0.02 -0.08 -1.615
P 1.1114 2.3159 2.0474 0.13 0.14 0.11 2.262
C 2.8622 2.5408 2.7556 -0.09 -0.13 -0.08 0.237
C 3.9364 1.9580 1.8375 -0.09 0.11 0.01 -2.183
C 2.9815 1.8887 4.1354 -0.05 -0.05 -0.06 -1.683
C 1.4981 3.1616 0.4376 -0.01 0.01 0.02 1.013
C 1.9493 4.4837 0.4913 0.05 -0.06 -0.06 -1.124
C 2.6133 5.0937 -0.5577 0.02 0.06 0.03 -1.224
C 2.9370 4.3406 -1.6705 0.03 0.00 -0.05 -1.201
C 2.5005 3.0297 -1.7429 -0.02 -0.07 0.08 -0.893
C 1.6963 2.4283 -0.7583 0.03 -0.03 0.04 0.817
Si 1.1284 0.6821 -1.3303 0.32 0.12 -0.22 -1.609
C 2.7371 -0.3543 -1.3478 -0.13 -0.07 0.05 -0.157
C 3.5570 -0.1393 -2.4654 -0.07 -0.07 -0.05 0.454
C 4.8802 -0.5528 -2.4839 -0.01 0.01 0.02 -1.252
C 5.4185 -1.1792 -1.3694 -0.02 0.01 0.00 -0.829
C 4.6065 -1.4549 -0.2795 0.02 -0.03 -0.07 -0.248
C 3.2587 -1.0955 -0.2726 0.07 0.21 0.16 0.303
P 2.0770 -1.4929 1.0684 0.07 -0.33 -0.14 0.401
C 3.1066 -1.7687 2.6167 -0.24 0.07 0.06 1.200
C 2.1563 -1.5689 3.8131 0.02 0.03 -0.10 -1.841
C 3.9276 -3.0376 2.8557 0.03 0.07 0.00 -1.884
C 1.4934 -3.1821 0.4847 0.09 0.04 0.27 2.697
C 0.5400 -3.7787 1.5290 -0.04 0.07 0.02 -1.525
C 2.5445 -4.2029 0.0510 -0.14 0.05 -0.07 -1.685
C 0.6669 0.6842 -3.2096 0.04 0.10 -0.02 1.140
C 0.9367 1.7934 -4.0205 -0.13 -0.05 0.04 -0.710
C 1.0642 1.6895 -5.3992 0.04 0.00 0.04 -0.887
C 0.9572 0.4501 -6.0080 -0.01 0.02 -0.09 -1.166
C 0.5469 -0.6319 -5.2474 0.00 0.03 0.06 -0.393
C 0.3280 -0.5157 -3.8756 -0.03 0.04 0.00 0.329
P -0.6536 -1.7958 -2.9944 0.21 -0.19 -0.50 0.575
C -2.3261 -1.7827 -3.9220 0.00 0.08 0.12 1.168
C -2.8707 -3.1676 -4.2840 -0.01 0.02 0.12 -1.651
C -2.4609 -0.8709 -5.1428 -0.01 -0.04 0.02 -1.676
C 0.1301 -3.3938 -3.5639 0.09 0.07 0.22 0.247
C 1.6603 -3.2774 -3.5822 -0.03 -0.04 0.00 -1.498
C -0.3214 -4.5413 -2.6469 0.02 0.04 0.01 -1.077
H -0.8802 5.3460 3.5092 0.01 -0.01 -0.03 0.503
H -0.6297 4.9462 1.8097 0.05 -0.01 0.08 0.262
H 0.6761 5.6593 2.7777 -0.04 -0.02 -0.04 0.465
H 1.0243 3.6635 4.0064 0.09 0.05 0.07 0.275
H -1.8812 3.1769 3.4320 0.04 -0.02 -0.01 0.379
H -1.0137 3.2045 4.9695 0.00 0.01 -0.04 0.504
H -0.9139 1.8017 3.8922 0.06 -0.04 0.02 0.075
H 3.0277 3.6188 2.8495 0.00 0.03 0.05 0.752
H 3.6653 0.9467 1.5371 0.05 -0.07 -0.10 0.426
H 4.8957 1.9092 2.3613 -0.03 0.00 -0.01 0.550
H 4.0808 2.5492 0.9343 -0.05 0.00 -0.06 0.187
H 2.8427 0.8061 4.0605 0.03 0.21 0.02 0.239
H 2.2610 2.2745 4.8591 -0.03 -0.04 -0.01 0.368
H 3.9800 2.0684 4.5440 -0.03 0.01 0.00 0.470
H 1.8347 5.0393 1.4060 -0.02 0.01 0.02 0.210
H 2.9323 6.1261 -0.4742 -0.01 -0.03 0.00 0.393
H 3.5273 4.7626 -2.4759 0.00 -0.04 0.04 0.439
H 2.8192 2.4438 -2.5917 0.00 0.03 -0.04 0.704
H 3.1572 0.3603 -3.3413 0.04 -0.01 0.02 0.345
H 5.4921 -0.3679 -3.3590 -0.02 0.00 0.03 0.454
H 6.4624 -1.4690 -1.3565 -0.03 0.00 0.01 0.384
H 5.0367 -1.9537 0.5784 -0.04 -0.06 -0.03 0.260
H 3.7914 -0.9136 2.5991 0.01 0.00 -0.03 0.641
H 1.5705 -2.4748 3.9912 0.00 0.02 -0.04 0.441
H 1.4575 -0.7535 3.6202 0.02 -0.07 0.02 -0.003
H 2.7181 -1.3458 4.7250 0.01 -0.08 -0.01 0.531
H 3.2759 -3.8949 3.0276 0.01 -0.01 -0.03 0.370
H 4.5267 -2.8999 3.7615 -0.03 -0.03 -0.01 0.450
H 4.6118 -3.2890 2.0486 -0.01 0.00 -0.04 0.307
H 0.8965 -2.9081 -0.3919 -0.05 0.06 -0.09 -1.548
H 1.0993 -4.2968 2.3129 0.02 0.00 -0.02 0.196
H -0.1439 -4.5030 1.0768 0.08 -0.02 -0.04 0.390
H -0.0579 -2.9931 1.9939 0.03 -0.16 -0.08 0.214
H 3.0950 -4.5928 0.9039 0.02 0.00 0.03 0.505
H 3.2591 -3.7899 -0.6593 0.02 0.01 -0.06 0.260
H 2.0492 -5.0541 -0.4256 0.02 0.00 -0.02 0.474
H 1.0473 2.7675 -3.5704 0.01 0.04 -0.01 0.683
H 1.2805 2.5728 -5.9883 0.00 -0.01 0.02 0.443
H 1.1292 0.3426 -7.0726 -0.03 -0.01 0.04 0.414
H 0.3620 -1.5825 -5.7338 -0.05 0.02 -0.01 0.571
H -3.0025 -1.3895 -3.1605 0.00 0.05 0.06 0.136
H -2.3088 -3.6344 -5.0956 0.01 -0.01 0.04 0.307
H -3.9005 -3.0432 -4.6286 0.05 -0.01 -0.02 0.491
H -2.9039 -3.8486 -3.4358 -0.02 0.00 -0.03 0.313
H -1.9519 -1.2853 -6.0153 0.02 0.01 0.01 0.368
H -2.0909 0.1358 -4.9670 0.04 0.02 0.01 0.228
H -3.5247 -0.7956 -5.3896 0.06 -0.01 0.00 0.527
H -0.2181 -3.5916 -4.5783 -0.03 -0.03 -0.04 0.716
H 2.0301 -2.6601 -2.7588 0.01 -0.08 0.05 0.127
H 2.0197 -2.8246 -4.5063 0.01 0.02 0.06 0.338
H 2.1161 -4.2671 -3.4920 -0.03 0.02 -0.02 0.537
H 0.2450 -4.5286 -1.7136 0.02 0.02 -0.03 -0.104
H -0.1554 -5.5078 -3.1302 0.04 0.05 0.03 0.494
H -1.3735 -4.4813 -2.3732 0.02 -0.03 0.00 0.115
C -2.8781 3.7184 -2.8858 0.07 -0.08 0.03 -1.804
C -2.6182 2.7390 -1.7612 -0.07 -0.05 -0.11 0.591
S -2.4859 1.0690 -2.2995 -0.10 -0.08 -0.09 -0.280
C -2.5370 3.1090 -0.4831 0.08 0.13 0.09 0.542
C -2.6525 4.5504 -0.0492 0.00 -0.09 -0.06 -1.709
S -2.2528 1.9963 0.8565 0.13 -0.03 0.23 -0.397
H -3.0033 3.1873 -3.8280 -0.01 0.03 0.00 0.413
H -2.0421 4.4123 -3.0056 -0.02 0.01 0.02 0.296
H -3.7824 4.3012 -2.7043 0.01 0.02 0.00 0.452
H -3.3281 5.1047 -0.7011 0.03 0.00 0.01 0.393
H -1.6734 5.0382 -0.0801 -0.04 0.02 0.00 0.170
H -3.0333 4.6205 0.9703 0.02 0.02 -0.01 0.446
I -2.9920 -2.1743 -0.0320 -1.18 -1.56 0.24 -0.088
I -4.7445 -4.5225 0.4853 0.27 0.36 -0.11 -0.393
C -2.4299 -2.7470 3.5743 -0.05 0.08 0.05 -0.839
S -1.9240 -1.0302 3.2956 0.21 -0.01 0.08 0.523
C -1.1043 -0.7962 4.8939 -0.16 -0.05 -0.06 -1.021
O -0.8037 -1.0318 2.2802 -0.31 0.16 0.30 -0.114
H -1.7436 -3.2491 4.2548 -0.01 -0.01 -0.07 0.311
H -2.4468 -3.2478 2.6093 -0.03 0.04 0.00 0.090
H -3.4453 -2.7356 3.9758 0.10 -0.01 0.03 0.380
H -1.8566 -0.5337 5.6403 0.04 -0.04 -0.03 0.472
H -0.3952 0.0185 4.7711 -0.07 0.03 0.01 0.106
H -0.5781 -1.7071 5.1745 0.03 0.07 0.00 0.385

=====

Record 4
98
Properties=species:S:1:pos:R:3:forces:R:3:mulliken_charge:R:1 method="wB97M-V/def2-TZVPD" orbital_gap_ev=8.54 charge=0 lumo_ev=-0.717
O 0.4704 -4.1712 -1.5453 -0.60 -0.27 -1.08 -0.481
C 0.3404 -3.3050 -2.3524 -0.49 0.04 -0.25 -0.445
C 0.2101 -3.3402 -3.8465 0.22 0.19 0.34 1.035
C -0.1751 -4.3669 -4.6830 0.13 0.00 -0.01 -0.730
C -0.2395 -4.0830 -6.0457 -0.59 0.14 0.53 -0.986
C 0.0482 -2.8059 -6.5172 -0.11 0.07 -0.32 -0.279
C 0.4488 -1.7817 -5.6720 0.10 0.07 0.21 -0.608
C 0.5213 -2.0689 -4.3211 0.22 -0.29 -0.11 0.275
C 0.8885 -1.2050 -3.1585 -0.51 0.12 -0.28 0.371
O 1.5297 -0.1958 -3.1231 -0.55 -0.35 -1.16 -0.696
N 0.3710 -1.9022 -2.0188 0.95 0.02 0.53 0.889
N -0.6919 -1.3280 -1.2862 0.13 0.00 -0.22 -0.574
C -1.8361 -1.6344 -1.5679 0.02 -0.39 -0.02 0.438
S -3.2851 -2.0972 -1.9104 0.01 0.23 0.19 -0.351
H -0.4147 -5.3431 -4.2808 0.03 -0.03 -0.08 0.514
H -0.5382 -4.8704 -6.7215 -0.08 0.11 -0.10 0.589
H -0.0384 -2.6150 -7.5798 0.02 0.02 0.02 0.421
H 0.6652 -0.7833 -6.0283 0.05 -0.06 -0.10 0.519
Br 2.6175 -1.5032 3.5074 -0.01 -0.05 0.03 -0.163
C 3.3431 -2.4195 1.9489 0.05 0.18 0.01 -0.673
C 2.3415 -2.4876 0.8283 -0.13 -0.21 -0.09 -0.022
Br 0.9748 -3.8278 1.1434 0.14 0.15 1.09 -0.128
H 3.6676 -3.3994 2.2830 -0.04 -0.02 0.00 0.450
H 4.2078 -1.8308 1.6490 -0.02 0.01 -0.03 0.399
H 2.8294 -2.7888 -0.0976 0.04 0.05 0.01 0.313
H 1.8261 -1.5458 0.6708 0.04 0.01 -0.04 -0.243
Br 1.7524 0.8747 -0.8921 0.29 0.64 1.22 -0.049
C 1.8626 1.4747 0.9646 -0.14 -0.14 -0.28 -0.395
C 1.3509 2.8752 1.1562 -0.01 0.11 0.05 -0.805
Br 2.6255 4.2147 0.5377 -0.08 -0.10 -0.03 -0.105
H 2.8981 1.3645 1.2727 -0.02 0.03 0.07 0.386
H 1.2423 0.7767 1.5262 0.02 0.05 0.08 0.238
H 1.2138 3.0901 2.2125 -0.03 0.01 0.00 0.304
H 0.4211 3.0614 0.6272 0.01 -0.05 -0.04 0.503
Br -4.2884 -1.9694 4.5847 0.01 0.06 0.00 -0.158
C -4.9148 -1.2557 2.8873 -0.05 -0.17 0.07 -0.386
C -3.8681 -1.3793 1.8110 0.01 0.18 -0.03 -0.615
Br -2.4698 -0.0485 2.0294 0.11 -0.04 -0.04 -0.052
H -5.2087 -0.2262 3.0705 0.03 0.01 -0.02 0.159
H -5.7926 -1.8460 2.6332 0.02 -0.01 -0.03 0.384
H -4.3051 -1.1847 0.8341 -0.04 0.01 0.02 0.231
H -3.3818 -2.3499 1.8013 -0.02 -0.02 0.04 0.422
Br -6.1200 0.9478 6.9045 0.00 -0.03 -0.06 -0.144
C -4.2987 1.5118 6.5124 -0.08 0.01 0.15 -0.365
C -4.2701 2.8602 5.8458 0.18 0.01 -0.10 -0.466
Br -4.7988 2.7398 3.9805 0.07 -0.02 -0.12 -0.084
H -3.8528 0.7297 5.9046 0.00 0.02 -0.02 0.190
H -3.7955 1.5560 7.4757 0.01 0.04 -0.01 0.376
H -3.2573 3.2577 5.8334 0.03 -0.05 0.00 0.219
H -4.9347 3.5801 6.3131 -0.02 -0.01 0.01 0.292
Br 3.2822 2.7363 4.0494 0.12 0.14 0.08 -0.079
C 3.1164 2.3813 5.9512 0.07 -0.15 -0.18 -0.576
C 1.7711 1.7935 6.2865 -0.07 0.06 0.18 -0.494
Br 0.3677 3.1409 6.2580 -0.03 -0.02 -0.08 -0.135
H 3.3081 3.3183 6.4639 -0.05 0.00 0.03 0.393
H 3.9066 1.6708 6.1846 -0.04 -0.03 0.02 0.345
H 1.7713 1.3967 7.2993 0.03 0.01 0.00 0.394
H 1.4723 1.0154 5.5910 0.04 0.00 -0.02 0.184
Br -7.5803 4.3896 5.6280 -0.22 0.06 0.18 -0.118
C -7.7134 6.1012 4.7210 -0.03 -0.20 -0.05 -0.525
C -6.4407 6.4213 3.9823 0.05 0.22 0.01 -0.535
Br -5.0289 6.9872 5.1940 0.02 -0.10 -0.02 -0.126
H -7.9636 6.8418 5.4735 0.05 0.04 -0.02 0.355
H -8.5414 5.9996 4.0227 0.03 0.01 -0.03 0.340
H -6.5939 7.2580 3.3041 -0.03 0.01 0.02 0.367
H -6.0546 5.5696 3.4308 -0.02 -0.03 0.03 0.240
Br -0.3928 6.5542 2.3917 -0.02 0.04 0.01 -0.132
C -0.7976 7.2286 0.6117 0.02 -0.20 0.11 -0.622
C 0.4559 7.5236 -0.1663 0.08 0.16 -0.11 -0.207
Br 1.3055 9.1722 0.4187 -0.09 0.02 -0.01 -0.139
H -1.4283 8.1023 0.7401 0.02 0.02 -0.01 0.411
H -1.3651 6.4373 0.1265 0.02 0.00 -0.04 0.335
H 0.2241 7.6780 -1.2180 -0.05 -0.02 0.01 0.363
H 1.1987 6.7368 -0.0690 -0.03 -0.01 0.03 -0.026
Br 2.4429 -8.4598 -8.3997 -0.08 -0.04 -0.01 -0.102
C 2.8178 -6.6624 -9.0295 0.11 -0.23 -0.03 -0.594
C 3.5182 -5.8542 -7.9707 -0.04 0.16 0.14 -0.618
Br 2.2729 -5.3093 -6.5707 0.72 -0.31 -0.29 0.011
H 1.8680 -6.2303 -9.3281 0.02 0.06 0.02 0.355
H 3.4533 -6.7786 -9.9047 0.03 0.03 0.02 0.350
H 3.9121 -4.9308 -8.3902 -0.03 0.01 0.00 0.339
H 4.3201 -6.4024 -7.4868 0.00 -0.05 -0.05 0.349
Br 7.2544 5.2424 2.0947 -0.07 -0.03 -0.01 -0.130
C 6.5161 6.1881 0.5644 0.22 0.00 0.06 -0.524
C 5.8955 7.5010 0.9637 -0.23 0.01 -0.06 -0.566
Br 4.1726 7.2441 1.8210 0.13 0.04 0.11 -0.109
H 5.8045 5.5159 0.0948 -0.03 0.03 0.01 0.276
H 7.3577 6.3535 -0.1048 -0.01 0.03 -0.01 0.355
H 5.6929 8.1063 0.0823 0.03 -0.03 -0.02 0.318
H 6.5129 8.0651 1.6551 0.06 -0.04 -0.01 0.370
Br 1.5952 -11.8750 -6.4439 0.04 0.04 0.05 -0.140
C 0.2736 -11.5698 -5.0498 0.00 -0.15 -0.19 -0.557
C -0.5303 -10.3238 -5.3078 -0.02 0.16 0.19 -0.628
Br 0.4861 -8.7191 -4.8940 0.00 0.04 -0.07 -0.103
H 0.8107 -11.5338 -4.1077 -0.01 0.05 0.01 0.355
H -0.3693 -12.4470 -5.0681 -0.04 0.03 0.00 0.344
H -1.3998 -10.2915 -4.6549 0.01 -0.05 0.01 0.350
H -0.8494 -10.2386 -6.3416 0.03 -0.04 -0.01 0.375

=====

Record 5
15
Properties=species:S:1:pos:R:3:forces:R:3:nbo_charge:R:1 method="wB97M-V/def2-TZVPD" smiles="COCC(=O)OC" orbital_gap_ev=10.88 charge=0 lumo_ev=0.895
C 0.5725 0.1130 -2.2204 -0.80 -0.24 0.25 -0.241
O 1.4073 0.9497 -1.4738 0.10 0.11 0.10 -0.508
C 1.3002 0.5392 -0.1549 -0.87 -0.14 0.51 -0.145
C -0.2803 0.4298 0.3195 1.13 0.79 0.87 0.751
O -1.0636 1.3421 0.4006 0.78 -0.38 -0.25 -0.571
O -0.5511 -0.7993 0.8289 0.54 0.26 0.06 -0.535
C -1.3728 -0.7675 2.0065 -0.16 -0.01 0.20 -0.260
H 0.4699 0.5498 -3.2236 -0.36 -0.27 0.44 0.204
H -0.3593 0.0555 -1.5695 0.29 -0.11 -2.01 0.165
H 0.9563 -0.9187 -2.2789 0.10 0.21 -0.09 0.166
H 1.7244 -0.4681 -0.0194 -0.13 0.15 0.08 0.177
H 1.8731 1.2727 0.4340 -0.61 -0.32 0.19 0.217
H -0.9508 -0.0335 2.7004 -0.15 -0.12 -0.03 0.186
H -2.4126 -0.5006 1.8050 0.18 -0.05 -0.17 0.197
H -1.3132 -1.7641 2.4457 -0.03 0.13 -0.14 0.197

=====

Record 6
17
Properties=species:S:1:pos:R:3:forces:R:3:nbo_charge:R:1 method="wB97M-V/def2-TZVPD" orbital_gap_ev=8.40 charge=0 lumo_ev=-0.559
C -0.7638 -0.3568 2.0354 1.07 -0.06 -0.93 -0.251
C -1.8971 -0.9897 1.3252 1.68 2.72 -0.66 -0.120
C 0.2971 0.2233 1.3984 -3.13 -1.99 -0.06 -0.110
C -1.9025 -0.8590 -0.0391 -2.07 -3.64 1.08 -0.321
C 0.1681 0.3738 -0.0692 2.39 -0.52 -0.67 -0.210
C -0.7090 -0.6315 -0.8157 0.39 0.98 -0.64 0.538
N 1.4726 0.7080 -0.6377 -0.61 -2.58 -1.87 -0.834
O 2.3407 1.9331 -2.5590 0.28 3.32 -1.48 -0.999
O -0.5816 -1.0172 -1.9672 0.31 0.27 1.25 -0.527
S 1.8541 0.6016 -2.3545 1.24 -1.60 2.38 1.322
H -0.7279 -0.4604 3.0818 -0.01 -0.07 1.22 0.211
H -2.7014 -1.3242 1.9700 -0.11 -0.39 -0.55 0.227
H 1.1735 0.5628 1.8707 0.79 0.48 0.62 0.223
H -2.6213 -1.5338 -0.5579 0.15 1.02 0.10 0.228
H -0.4880 1.2017 -0.1261 -1.20 1.50 -0.44 0.235
H 1.8881 1.5331 -0.2924 0.52 1.09 0.31 0.392
H 3.1984 0.0353 -2.2625 -1.68 -0.54 0.35 -0.004

=====

Number 1: total energy -142698.8219 eV. Number 2: total energy -34708.8078 eV. Number 3: total energy -136964.0390 eV. Number 4: total energy -1449545.8441 eV. Number 5: total energy -10418.6996 eV. Number 6: total energy -22752.1091 eV.